C35H22Br2IrN4O9P as an isolated structure. Source: the Open Molecules 2025 dataset; level of theory: ωB97M-V/def2-TZVPD.

As for the LUMO energy (spin up / spin down): -4.178 / -5.534 eV. As for the expectation value of S²: 0.7636. As for the total energy: -213239.0120 eV. The spin multiplicity is 2. The total charge is +1. The calculation puts the HOMO energy (spin up / spin down) at -11.11 / -11.11 eV. Its frontier orbital gap (spin up / spin down) is 6.9 / 5.6 eV.

Structure (XYZ):
```
74
Properties=species:S:1:pos:R:3:mulliken_spin:R:1
Ir 0.60775 -0.10426 -0.76053 0.709
O 1.97833 -1.71042 -3.03552 -0.002
N 0.83422 -1.73978 -2.26883 -0.016
C 0.05765 -2.64854 -2.71205 0.013
C -1.18625 -3.14216 -2.14134 0.018
C -1.90072 -4.04207 -2.93562 0.007
C -3.02536 -4.67582 -2.44429 -0.001
C -3.42266 -4.44469 -1.13319 0.004
C -2.72126 -3.54789 -0.34423 0.002
C -1.61165 -2.86877 -0.84774 -0.007
P -0.83428 -1.66088 0.26926 -0.070
C -0.06365 -2.71606 1.50722 -0.012
C 0.13644 -2.32346 2.83083 -0.005
C 0.71704 -3.20789 3.72806 -0.002
C 1.11877 -4.46882 3.31296 0.001
C 0.95455 -4.85055 1.98819 0.002
C 0.36950 -3.97943 1.08555 0.011
C -2.34816 -0.84537 0.84961 0.007
C -3.16680 -0.29722 -0.13919 0.006
C -4.37156 0.29491 0.20082 0.007
C -4.76222 0.35007 1.53391 -0.001
C -3.95692 -0.20572 2.51598 0.000
C -2.75327 -0.81217 2.17772 0.000
H 2.30934 -0.79215 -2.94903 -0.002
H 0.40305 -3.14144 -3.61556 0.001
H -1.55747 -4.24926 -3.94217 0.000
H -3.57846 -5.36142 -3.07195 0.000
H -4.28007 -4.96187 -0.72276 0.000
H -3.04319 -3.37166 0.67456 0.001
H -0.14052 -1.33771 3.16937 0.002
H 0.86221 -2.89978 4.75500 0.000
H 1.56848 -5.15421 4.01997 0.000
H 1.28192 -5.82662 1.65608 0.000
H 0.25187 -4.28777 0.05446 -0.001
H -2.86850 -0.34718 -1.18177 0.013
H -5.00611 0.70940 -0.57238 0.000
H -5.69927 0.81943 1.80493 0.000
H -4.26506 -0.17556 3.55276 0.000
H -2.14830 -1.25767 2.95332 0.000
O 0.37272 0.81464 3.25422 -0.003
C 0.88713 0.85555 2.16337 0.002
O 0.19836 0.36942 1.11038 -0.009
C 2.14430 1.58828 1.93336 0.006
C 2.58063 2.48226 2.89931 -0.015
C 3.73236 3.19658 2.67253 0.036
C 4.44114 3.11322 1.48021 -0.017
C 3.97806 2.26124 0.51707 0.019
C 2.87386 1.39193 0.74595 0.022
O 2.59539 0.41773 -0.05758 0.216
N 4.64806 2.29625 -0.79914 -0.004
O 3.95596 2.07501 -1.77083 0.001
O 5.82520 2.58058 -0.82007 0.005
N 4.21981 4.12365 3.72011 -0.003
O 3.57872 4.18135 4.74756 0.004
O 5.22109 4.76046 3.47330 0.005
H 2.02728 2.60459 3.81893 0.000
H 5.31807 3.72025 1.31062 0.000
Br 2.92168 1.64852 -4.91865 0.000
C 1.53240 2.42889 -3.92610 0.005
C 0.96917 3.66010 -4.33761 -0.002
C -0.05157 4.23837 -3.63823 0.000
Br -0.79545 5.86015 -4.24439 0.000
C -0.55696 3.62163 -2.46817 -0.016
C -1.55599 4.12877 -1.60790 0.001
C -1.89123 3.44390 -0.47449 -0.002
C -1.26589 2.21966 -0.18107 0.010
N -0.37278 1.69889 -0.99381 0.022
C 0.01626 2.39409 -2.11301 -0.009
C 1.03880 1.79306 -2.82936 0.028
O 1.46000 0.60010 -2.35534 0.013
H 1.35532 4.13774 -5.22721 0.000
H -2.03235 5.07007 -1.84697 0.000
H -2.62950 3.82880 0.21448 0.002
H -1.47945 1.67669 0.72609 -0.001
```


C35H22BrF15GeN5NiS as an isolated structure. Source: the Open Molecules 2025 dataset; level of theory: ωB97M-V/def2-TZVPD.

As for the LUMO energy (spin up / spin down): -4.229 / -4.219 eV. As for the total energy: -263295.1278 eV. The total charge is +1. The calculation puts the HOMO energy (spin up / spin down) at -11.07 / -11.07 eV. Its frontier orbital gap (spin up / spin down) is 6.8 / 6.9 eV.

Structure (XYZ):
```
81
Properties=species:S:1:pos:R:3:lowdin_charge:R:1
Ni -0.29467 0.46348 0.06672 0.254
Br 5.42668 0.05320 -4.67934 0.799
C 4.29834 0.19005 -3.18111 -0.682
C 4.82986 0.55340 -1.95158 -0.104
C 4.00120 0.66411 -0.85088 -0.018
C 2.63368 0.42037 -0.96902 -0.245
C 2.12352 0.04104 -2.20046 -0.041
C 2.94588 -0.07486 -3.30790 -0.092
N 1.72466 0.50892 0.13536 0.053
C 2.15452 0.79332 1.30373 -0.031
C 1.22362 0.76328 2.43093 -0.228
C 1.62089 0.98357 3.73587 0.020
C 0.66707 0.87561 4.74003 -0.016
C -0.63279 0.54701 4.40036 -0.012
C -0.94882 0.34888 3.06248 -0.086
N -0.04323 0.46324 2.09966 0.065
H 5.88734 0.75182 -1.85542 0.114
H 4.45961 0.94040 0.08700 0.108
H 1.06918 -0.14626 -2.31399 0.055
H 2.53379 -0.35893 -4.26486 0.112
H 3.19358 1.02614 1.51198 0.130
H 2.64896 1.23289 3.95968 0.129
H 0.94066 1.04069 5.77293 0.124
H -1.40177 0.44521 5.15211 0.120
H -1.95160 0.09956 2.74559 0.106
C -4.88183 0.24258 0.71021 -0.043
N -4.36028 -0.57083 -0.37275 -0.153
C -5.25851 -0.69734 -1.51814 -0.034
C -3.00899 -0.66297 -0.54580 -0.391
N -2.18569 0.14500 0.08226 0.070
N -2.56295 -1.64323 -1.36312 -0.143
C -1.20188 -1.59494 -1.84285 -0.056
C -3.25082 -2.92421 -1.48311 -0.033
H -5.91157 -0.05539 0.89777 0.100
H -4.87636 1.31290 0.47240 0.101
H -4.30816 0.07390 1.61963 0.087
H -5.68500 0.27964 -1.75760 0.100
H -6.07185 -1.38914 -1.29678 0.098
H -4.71598 -1.05194 -2.38887 0.087
H -2.67981 0.95353 0.44273 0.036
H -1.02953 -0.65643 -2.37106 0.065
H -1.04321 -2.41326 -2.54273 0.105
H -0.46192 -1.72061 -1.03181 0.089
H -4.14725 -2.92372 -0.87115 0.089
H -2.59404 -3.72276 -1.13182 0.099
H -3.52436 -3.12809 -2.51944 0.099
F -0.16979 6.77497 0.73440 0.109
C -1.04364 6.00804 1.40215 -0.223
C -1.19366 4.67808 1.03335 -0.123
C -2.06823 3.94929 1.80895 -0.202
F -2.29548 2.64175 1.54230 0.043
C -2.76682 4.48027 2.87886 -0.136
F -3.59968 3.71202 3.58478 0.123
C -2.59347 5.81329 3.20824 -0.123
F -3.25073 6.34013 4.23051 0.154
C -1.71936 6.58840 2.46054 -0.130
F -1.52884 7.86411 2.77272 0.147
Ge -0.16176 4.10112 -0.54635 0.731
S -0.41130 2.14318 -1.48279 0.416
C 1.75033 4.23597 -0.09460 -0.138
C 2.69053 4.07780 -1.10314 -0.251
F 2.29029 3.89910 -2.36352 0.096
C 4.05284 4.11775 -0.86830 -0.148
F 4.92173 3.97546 -1.86316 0.141
C 4.51295 4.29736 0.42697 -0.133
F 5.81694 4.31183 0.67459 0.147
C 3.60624 4.44334 1.46286 -0.144
F 4.03895 4.59561 2.71529 0.128
C 2.24948 4.41844 1.18219 -0.218
F 1.41370 4.55011 2.23017 0.090
C -0.70162 5.42570 -1.87500 -0.143
C 0.12214 6.38111 -2.44616 -0.210
F 1.39835 6.49165 -2.06324 0.109
C -0.33312 7.27522 -3.40018 -0.133
F 0.48393 8.18103 -3.92536 0.142
C -1.65958 7.22611 -3.79926 -0.123
F -2.11133 8.07705 -4.70986 0.152
C -2.51667 6.29315 -3.23721 -0.135
F -3.79430 6.24979 -3.60779 0.135
C -2.02272 5.41784 -2.28838 -0.225
F -2.87576 4.53122 -1.74276 0.072
```


C35H23Br2I2N4O3RbS as an isolated structure. Source: the Open Molecules 2025 dataset; level of theory: ωB97M-V/def2-TZVPD.

As for the LUMO energy: 3.517 eV. As for the total energy: -216549.5363 eV. The total charge is -2. The calculation puts the HOMO energy at -2.50 eV. Its frontier orbital gap is 6.0 eV.

Structure (XYZ):
```
71
Properties=species:S:1:pos:R:3:lowdin_charge:R:1
Rb -1.29029 0.76229 0.15680 0.725
Br -2.80081 5.55533 2.35454 0.703
C -1.01627 4.90137 2.28108 -0.613
C 0.02412 5.82434 2.20563 -0.209
C 1.32562 5.40710 2.15885 -0.645
Br 2.70558 6.72871 2.07314 0.673
C 1.64894 4.03064 2.17982 -0.200
C 2.96129 3.51353 2.14041 -0.051
C 3.16013 2.16358 2.16908 -0.077
C 2.04542 1.31046 2.22481 -0.155
N 0.81760 1.75802 2.27879 0.111
C 0.58781 3.09008 2.26047 -0.142
C -0.83029 3.50116 2.31691 -0.470
O -1.76376 2.66683 2.37797 -0.181
H -0.20794 6.88081 2.18598 0.082
H 3.79856 4.19715 2.08367 0.066
H 4.16041 1.74818 2.13807 0.096
H 2.15989 0.23084 2.21094 0.090
C 7.15628 1.11253 -3.10875 -0.066
C 5.71170 0.85118 -2.76986 -0.288
C 5.25897 0.95991 -1.45809 -0.039
C 3.92555 0.75431 -1.14483 -0.035
C 3.02580 0.43418 -2.15005 -0.265
C 3.45850 0.31013 -3.46051 -0.054
C 4.79789 0.51904 -3.76298 -0.050
S 1.29952 0.20920 -1.74764 0.494
O 0.80503 1.53211 -1.40558 -0.446
O 0.71138 -0.40879 -2.92144 -0.327
N 1.23307 -0.65164 -0.44876 -0.182
C 1.61000 -1.96762 -0.41675 -0.265
C 2.21369 -2.68945 -1.43769 -0.033
C 2.61415 -4.02498 -1.26841 -0.100
C 2.43265 -4.68568 -0.08564 -0.083
C 1.81593 -3.99852 0.98765 -0.173
C 1.58994 -4.60436 2.24418 -0.040
C 1.00061 -3.89440 3.24717 -0.069
C 0.62381 -2.55859 2.99448 -0.157
N 0.80498 -1.96315 1.84509 0.128
C 1.39449 -2.65598 0.83416 -0.154
H 7.80575 0.87765 -2.26476 0.069
H 7.31374 2.16337 -3.36416 0.077
H 7.47483 0.51384 -3.96301 0.069
H 5.96208 1.21149 -0.67114 0.107
H 3.56828 0.83556 -0.12814 0.091
H 2.74012 0.04433 -4.22385 0.109
H 5.13828 0.42005 -4.78842 0.105
H 2.35439 -2.21978 -2.40019 0.089
H 3.07811 -4.53681 -2.10457 0.095
H 2.74481 -5.71470 0.04636 0.093
H 1.89794 -5.63453 2.39169 0.105
H 0.81503 -4.33282 4.21921 0.094
H 0.15087 -1.97214 3.77606 0.068
I -1.67418 0.18922 5.76971 0.632
C -2.87744 0.40612 4.02414 -1.149
I -3.28148 -1.40186 2.98979 0.711
H -2.34360 1.08929 3.36493 -0.082
H -3.82408 0.81510 4.34950 -0.041
N -11.11522 -2.99902 -3.46402 0.105
C -10.13575 -2.53666 -3.06935 -0.220
C -8.91583 -1.95990 -2.57704 -0.271
C -8.13924 -1.13852 -3.39785 -0.057
C -6.96730 -0.58704 -2.92903 -0.041
C -6.50887 -0.82934 -1.61801 -0.283
C -7.31144 -1.65951 -0.80455 -0.038
C -8.48336 -2.21161 -1.27120 -0.056
C -5.30074 -0.27503 -1.13891 -0.277
C -4.23636 0.19058 -0.71393 -0.137
H -8.47008 -0.94185 -4.41073 0.107
H -6.36804 0.04736 -3.56811 0.110
H -6.97981 -1.85533 0.20629 0.110
H -9.08136 -2.84734 -0.62945 0.107
```